Record 1
# C52H85Br2N17O4

A structure of composition C52H85Br2N17O4 (the ωB97M-V functional and the def2-TZVPD basis, OMol25).

Summary:
**Highest occupied orbital energy**: -8.06 eV
**E**: -228901.5044 eV

XYZ file:
```
160
Properties=species:S:1:pos:R:3:forces:R:3
C -2.7123 1.2276 -3.8499 0.378 0.448 0.405
C -1.4486 2.1071 -4.1673 -0.863 -0.781 0.679
C -0.2059 1.4985 -3.4145 -0.200 0.696 -1.331
C 0.8755 1.0442 -4.4435 -0.282 -0.565 0.005
N 1.5744 -0.1871 -4.0679 -0.112 0.308 0.057
C 0.7484 -1.3911 -4.1574 0.140 0.043 1.344
C 0.6014 -2.0438 -2.7088 -1.484 0.056 -0.779
O 0.8644 -1.1154 -1.6733 0.376 -1.132 -0.066
C 1.7292 -1.5797 -0.6627 1.339 1.150 1.588
C 3.1332 -2.0702 -1.1465 -0.230 0.149 -0.271
C 4.0666 -0.9679 -1.6858 0.574 -0.258 0.525
O 5.1807 -1.6287 -2.3383 -0.449 0.395 -0.247
C 2.0254 -0.3217 0.2569 -0.789 0.390 -0.239
C 1.7843 1.0308 -0.4595 -0.135 0.475 1.048
C 2.1721 2.2079 0.4792 0.614 -0.508 -0.970
O 3.5803 2.1102 0.7947 -0.403 0.157 0.354
C 1.1394 -2.6795 0.2954 0.473 -0.831 -0.074
O -0.2000 -3.0720 0.0256 0.183 0.529 0.345
C -1.1515 -2.1329 0.3673 -1.549 0.976 -0.434
C -2.2210 -1.9738 -0.5596 0.227 0.075 0.454
C -3.2384 -1.0252 -0.3588 0.847 -0.272 0.526
C -3.2137 -0.2095 0.7951 0.245 -0.237 0.117
C -2.1862 -0.3719 1.7446 0.382 -0.840 -0.869
C -1.1593 -1.3343 1.5300 -0.013 -0.035 -0.103
N 1.1668 -2.4222 -5.0899 0.188 1.206 -1.006
C 2.5108 -2.9626 -4.9150 -0.232 -0.835 2.086
N 2.4178 -4.3986 -4.5386 0.902 0.787 -0.951
C 3.2494 -5.2616 -5.3888 -0.208 -1.047 0.174
C 0.6285 -2.3741 -6.4051 0.594 -0.263 -0.355
Br 0.1332 -4.2457 -6.9528 -0.524 0.236 0.110
C 1.5019 -1.7507 -7.5699 -0.262 0.182 0.110
C 2.3837 -0.5532 -7.1702 0.215 0.114 -0.923
Br 2.6327 -3.0462 -8.5715 -0.037 0.563 0.214
H -2.7180 0.3047 -4.4568 -0.163 0.383 0.253
H -3.6519 1.7971 -3.9611 0.351 -0.394 -0.340
H -2.6763 0.9422 -2.7798 -0.048 0.004 -0.510
H -1.6950 3.1239 -3.8240 0.391 -0.240 -0.205
H -1.3205 2.1150 -5.2621 0.172 0.238 0.396
H -0.5898 0.6415 -2.8431 0.562 0.347 0.126
H 0.2263 2.2858 -2.7755 -0.186 -0.654 0.132
H 1.6277 1.8391 -4.5801 -0.366 -0.261 -0.165
H 0.3327 0.8425 -5.4001 0.338 0.485 0.248
H 2.4818 -0.2813 -4.4979 -0.203 -0.033 -0.152
H -0.2651 -1.0475 -4.4468 0.440 -0.304 0.008
H -0.4797 -2.2874 -2.6364 0.571 -0.163 -0.013
H 1.1279 -3.0059 -2.6258 0.096 0.494 0.012
H 3.6150 -2.5409 -0.2649 -0.107 0.262 -0.414
H 3.0883 -2.8637 -1.9154 -0.162 0.265 0.337
H 4.4985 -0.3875 -0.8480 -0.388 -0.106 -0.346
H 3.5824 -0.2594 -2.3744 -0.133 -0.465 0.203
H 5.3320 -1.1369 -3.1520 0.224 -0.221 0.068
H 1.3465 -0.3041 1.1277 0.237 -0.160 -0.452
H 3.0381 -0.3818 0.6957 -0.406 0.008 -0.351
H 0.6998 1.1476 -0.6429 0.498 -0.225 -0.196
H 2.3223 1.1314 -1.4140 -0.228 -0.060 0.295
H 1.5849 2.2015 1.4115 0.055 0.065 -0.401
H 2.0500 3.1566 -0.0803 -0.221 -0.325 0.452
H 3.6168 1.9010 1.7376 0.266 0.022 -0.093
H 1.7643 -3.5909 0.1943 -0.599 0.218 -0.148
H 1.2541 -2.3836 1.3567 -0.047 0.083 -0.539
H -2.2268 -2.6081 -1.4556 0.001 0.281 0.431
H -4.0123 -0.9324 -1.1246 0.173 0.114 0.401
H -3.9764 0.5589 0.9628 0.377 -0.494 -0.176
H -2.1257 0.2422 2.6494 -0.190 -0.140 -0.429
H -0.3478 -1.4226 2.2734 -0.628 0.054 -0.594
H 2.9473 -2.4665 -4.0213 -0.190 0.179 -0.635
H 3.2210 -2.7949 -5.7366 -0.568 -0.176 -0.039
H 2.6623 -4.5108 -3.5572 0.113 -0.125 -0.356
H 4.1831 -5.6012 -4.9000 -0.395 0.159 -0.109
H 3.5309 -4.8023 -6.3475 -0.264 0.106 0.411
H 2.6466 -6.1578 -5.6476 0.490 0.270 0.044
H -0.3366 -1.8422 -6.4207 0.479 -0.206 0.204
H 0.7922 -1.3827 -8.3307 0.317 -0.414 0.261
H 1.7713 0.3207 -6.8894 0.218 -0.513 0.242
H 2.9244 -0.2426 -8.0853 -0.247 -0.133 0.424
H 3.1661 -0.7870 -6.4338 -0.499 0.063 -0.112
C -0.4722 -0.6249 5.5539 0.238 0.094 -0.220
C 0.4204 -0.2889 4.4395 0.230 0.079 -0.060
N 1.1204 -0.0214 3.5648 -0.285 -0.094 0.516
H 0.1068 -0.7527 6.4680 0.040 -0.003 -0.044
H -1.1971 0.1735 5.6985 0.061 -0.082 -0.085
H -1.0034 -1.5508 5.3364 -0.018 0.036 -0.036
C -6.5262 -3.1738 -0.5467 -0.389 3.339 -1.663
C -6.6007 -1.7884 -1.1495 -0.032 -0.506 0.086
N -6.6371 -0.7305 -1.6011 -0.013 -0.125 0.109
H -5.4915 -3.4529 -0.4561 0.160 0.391 -0.147
H -7.0028 -3.1430 0.4187 -0.041 0.315 -0.020
H -7.0466 -3.8609 -1.2018 -0.002 0.064 -0.042
C 6.0320 2.9514 -1.4548 0.151 0.236 -0.150
C 6.8897 3.8956 -2.1837 -0.131 -0.208 0.118
N 7.5622 4.6329 -2.7515 -0.079 -0.021 0.042
H 5.1621 3.4702 -1.0562 -0.001 -0.073 0.042
H 5.6975 2.1609 -2.1243 0.002 0.008 0.019
H 6.5866 2.5071 -0.6307 -0.034 0.000 -0.004
C 0.7089 -7.6721 -3.7003 -0.265 -0.031 0.135
C -0.5690 -8.1658 -3.1683 0.226 0.083 -0.107
N -1.5665 -8.5527 -2.7510 0.082 0.021 -0.007
H 0.7958 -7.9295 -4.7545 -0.029 0.015 0.012
H 0.7626 -6.5881 -3.5943 0.024 -0.005 -0.055
H 1.5356 -8.1238 -3.1543 -0.009 0.025 -0.002
C -3.3034 0.0956 8.9010 0.043 0.164 -0.446
C -3.3009 0.3957 7.4635 0.160 -0.045 0.262
N -3.2967 0.6355 6.3387 -0.139 0.106 0.243
H -2.2880 0.1328 9.2933 -0.001 0.008 -0.056
H -3.9178 0.8359 9.4152 0.191 -0.281 -0.041
H -3.7165 -0.8969 9.0749 -0.044 0.039 0.001
C 7.1328 8.0906 -2.9335 -0.269 0.057 -0.071
C 5.8386 8.6472 -3.3500 0.254 -0.075 0.055
N 4.8274 9.0850 -3.6750 0.057 -0.018 0.096
H 7.9348 8.5381 -3.5179 -0.031 0.017 0.004
H 7.3019 8.3012 -1.8778 0.024 0.000 -0.016
H 7.1418 7.0119 -3.0860 0.019 0.027 0.011
C 3.6849 -6.1349 0.7260 0.002 0.027 -0.275
C 3.5875 -5.9689 -0.7297 0.013 -0.022 0.265
N 3.5116 -5.8384 -1.8674 -0.044 0.005 0.095
H 4.7207 -6.0218 1.0416 -0.011 0.008 -0.027
H 3.0755 -5.3827 1.2247 -0.002 -0.008 -0.023
H 3.3315 -7.1249 1.0089 -0.006 0.017 -0.020
C -6.0950 -7.3328 1.7829 -0.011 0.237 -0.145
C -6.1926 -6.0557 1.0643 0.022 -0.015 0.033
N -6.2677 -5.0521 0.5023 0.301 -3.715 1.840
H -7.0922 -7.7061 2.0094 0.010 0.026 -0.008
H -5.5716 -8.0628 1.1676 -0.002 0.033 -0.009
H -5.5473 -7.1918 2.7131 -0.012 0.020 -0.021
C -6.2620 3.7218 1.3543 0.280 -0.144 0.019
C -4.9492 3.1394 1.6672 -0.201 0.134 -0.095
N -3.9202 2.6864 1.9029 -0.168 0.241 0.159
H -6.1433 4.7625 1.0576 0.012 -0.019 0.003
H -6.7252 3.1690 0.5384 0.016 -0.014 0.020
H -6.9085 3.6720 2.2291 -0.021 -0.012 -0.035
C -6.3792 3.4945 9.8442 0.248 -0.391 0.378
C -5.7697 2.2862 10.4123 -0.199 0.298 0.125
N -5.2928 1.3400 10.8569 -0.204 0.181 0.077
H -6.5334 3.3581 8.7822 -0.053 -0.013 0.044
H -7.3385 3.6885 10.3201 0.006 -0.029 -0.025
H -5.7238 4.3495 10.0018 -0.002 -0.021 -0.003
C 5.4236 10.5324 0.4469 0.258 -0.136 0.043
C 6.7434 9.9394 0.7071 -0.266 0.117 -0.074
N 7.7743 9.4729 0.9023 -0.089 0.002 -0.026
H 5.5383 11.5749 0.1560 0.008 -0.022 -0.004
H 4.9268 9.9912 -0.3576 0.022 0.021 -0.008
H 4.8109 10.4782 1.3451 0.023 -0.001 -0.008
C -5.4445 4.2083 5.3393 -0.200 0.042 0.267
C -6.4717 4.3961 6.3749 0.122 0.022 -0.244
N -7.2717 4.5390 7.1879 0.083 0.089 -0.417
H -5.9045 3.8362 4.4262 0.025 -0.022 0.037
H -4.9532 5.1569 5.1303 -0.016 -0.010 0.008
H -4.7006 3.4887 5.6803 -0.017 -0.019 -0.040
C -6.2668 -0.6973 6.1650 -0.317 -0.333 0.016
C -7.0791 -1.9224 6.1854 0.095 0.242 -0.011
N -7.7118 -2.8802 6.2019 0.065 0.062 0.001
H -6.3249 -0.2301 5.1834 0.050 -0.023 0.005
H -6.6342 0.0025 6.9148 -0.007 -0.024 0.000
H -5.2308 -0.9374 6.3807 -0.020 -0.018 -0.084
C 5.4717 4.6255 3.7229 -0.150 -0.239 0.013
C 4.6769 3.3928 3.7899 0.138 0.227 0.012
N 4.0547 2.4292 3.8421 0.071 0.077 -0.029
H 5.3610 5.0820 2.7408 -0.012 -0.032 0.005
H 5.1309 5.3266 4.4828 -0.003 -0.021 -0.009
H 6.5223 4.3976 3.8937 -0.020 -0.005 -0.005
```
Forces are in eV/Å.

Mulliken population analysis, charges in e, atoms 1 to 6: C -0.93; C -0.70; C 1.01; C -1.25; N 0.18; C -1.78

Record 2
# C11H18N2O4S2

A structure of composition C11H18N2O4S2 (the ωB97M-V functional and the def2-TZVPD basis, OMol25).

Summary:
**Highest occupied orbital energy**: -9.56 eV
**E**: -44526.3493 eV
**Energy relative to the best compared isomer or geometry (same formula, charge and spin)**: 298.8 kcal per mole

XYZ file:
```
37
Properties=species:S:1:pos:R:3:forces:R:3
C -2.4433 0.7286 -1.5570 5.989 -3.279 -3.479
H -3.0007 1.1971 -2.2074 -2.660 2.640 -3.336
C -1.1478 -0.0515 -2.2138 -8.374 3.925 -10.064
H -0.6667 -0.6089 -1.6072 3.733 -3.428 4.108
H -1.6942 -0.8899 -3.1986 1.703 2.117 3.166
C -0.4027 1.0147 -3.1586 4.407 -2.510 5.573
N -0.0269 2.1899 -2.3289 9.588 -6.112 -2.613
S 1.5697 1.8404 -1.3800 -10.610 11.708 6.648
O 1.8557 3.1865 -0.8833 0.052 -1.382 -0.824
O 2.4454 1.1282 -2.0316 7.786 -7.055 -6.953
C 1.0963 1.0265 0.0935 1.435 -2.000 -3.695
C 0.3055 1.4990 0.9546 -7.227 3.336 6.472
C -0.3652 0.5181 2.0132 -0.504 11.522 0.770
C 0.1022 -0.6157 2.2348 3.581 -10.324 -1.718
C 0.8900 -1.3226 1.0863 -3.017 14.631 0.763
C 1.1779 -0.3391 0.1066 2.855 -7.938 0.151
H 1.7230 -0.9176 -0.6749 -0.309 1.243 -0.149
H 0.9649 -2.2368 1.1889 1.306 -8.862 -0.121
N -0.2711 -1.4974 3.3149 -6.140 11.168 -0.633
S 0.1993 -2.8034 3.7542 9.295 -3.315 -2.490
O -0.4757 -3.2947 4.7907 -4.956 -2.407 7.759
O 0.2354 -3.6072 2.6119 0.995 -2.055 -2.655
C 1.9878 -2.4297 4.2343 -2.566 -8.307 -9.017
H 2.3429 -1.8320 3.3975 0.571 -0.627 -0.236
H 2.1658 -1.9875 4.9975 1.135 5.885 9.700
H 2.4554 -3.5013 4.4522 -0.657 2.217 -1.293
H -1.0989 -1.0785 3.8802 2.045 -1.048 -1.025
H -0.7301 1.1553 2.9606 0.013 -1.554 -2.333
H -0.1481 2.6222 0.9795 1.528 -2.861 -0.062
H -0.6083 2.7032 -1.8725 -4.659 3.711 3.816
C -0.8297 1.5594 -4.3533 -7.806 -3.180 -1.800
H -1.7908 2.0442 -4.2259 -0.465 0.717 0.296
H -1.2024 0.7547 -4.9984 0.309 -0.335 -0.264
H -0.3417 2.1469 -4.9528 3.877 3.276 -2.473
H 0.5512 0.4382 -3.4356 -0.705 1.056 0.737
H -2.8941 0.0422 -1.0705 -3.773 -4.646 3.240
H -1.9300 1.2184 -0.9011 2.226 4.073 4.034
```
Forces are in eV/Å.

Mulliken population analysis, charges in e, atoms 1 to 6: C -1.71; H 0.42; C -0.72; H 0.66; H 0.27; C 0.82

Record 3
# C6H8

An isolated molecule of C6H8 (the ωB97M-V functional and the def2-TZVPD basis, OMol25).

Summary:
**Highest occupied orbital energy (alpha / beta)**: -8.04 / -8.04 eV
**E**: -6347.5615 eV
**Energy relative to the best compared isomer or geometry (same formula, charge and spin)**: 74.3 kcal per mole

XYZ file:
```
14
Properties=species:S:1:pos:R:3:forces:R:3
C -1.2305 0.6790 0.2927 -0.160 -0.113 -0.004
C -0.3031 0.3047 -0.8863 -0.004 0.002 -0.125
C 1.0163 0.8253 -0.3362 -0.065 0.086 -0.048
C 0.7956 0.0504 0.9557 0.063 -0.113 0.069
C 0.3945 -1.2804 0.5786 -0.063 0.073 0.023
C -0.2709 -1.1666 -0.6072 0.018 -0.078 0.036
H -1.6407 -0.1131 0.9073 -0.101 0.068 -0.348
H -1.9874 1.4703 0.0907 0.684 0.027 0.449
H -0.6179 0.6259 -1.8837 -0.057 -0.095 0.183
H 1.0075 1.9073 -0.1845 -0.050 -0.142 -0.104
H 1.9222 0.5289 -0.8929 -0.143 -0.007 0.144
H 1.3708 0.2256 1.8716 -0.385 0.092 -0.249
H 0.4210 -2.1567 1.2195 0.059 0.181 -0.105
H -0.8774 -1.9006 -1.1254 0.204 0.018 0.079
```
Forces are in eV/Å.

Mulliken population analysis, charges in e, atoms 1 to 6: C -0.69; C -0.27; C -0.40; C -0.71; C -0.25; C -0.43

Record 4
# C5H13NO

A cluster of 2 separate species, C5H13NO in total (the ωB97M-V functional and the def2-TZVPD basis, OMol25).

Summary:
**SMILES string**: CN1CCCC1.O
**Highest occupied orbital energy**: -8.27 eV
**E**: -8931.7949 eV
**Energy relative to the best compared isomer or geometry (same formula, charge and spin)**: 51.1 kcal per mole

XYZ file:
```
20
Properties=species:S:1:pos:R:3:forces:R:3
C 1.5115 2.5278 -0.5634 -0.018 -1.020 -2.749
N 1.1065 1.1840 -1.0567 -0.955 0.090 1.235
C -0.4044 1.0029 -0.8317 2.792 0.294 -0.460
C -0.5249 0.0697 0.3713 -3.011 1.691 0.537
C 0.8045 -0.5648 0.6899 0.052 0.205 1.073
C 1.7451 0.0375 -0.3727 1.180 -0.506 -0.600
H 1.5011 2.6028 0.5153 -0.028 0.638 0.237
H 2.4501 2.7280 -1.0744 0.832 -0.073 0.944
H 0.9220 3.2194 -1.2035 -0.346 -0.018 1.342
H -0.7728 2.0240 -0.6926 -0.460 -0.462 0.067
H -0.7333 0.6103 -1.7761 -0.743 -0.393 -0.214
H -0.8175 0.7216 1.2034 0.515 0.210 0.152
H -1.5249 -0.4099 0.3202 1.048 -1.115 -0.324
H 0.7856 -1.6429 0.8415 0.101 -0.189 -0.888
H 1.0397 -0.2491 1.7251 0.337 0.215 -0.580
H 2.0235 -0.7041 -1.1325 -0.676 -0.189 -0.085
H 2.7729 0.2401 -0.0147 -0.629 0.611 0.317
O -3.3682 -3.4755 1.3237 -0.626 -1.010 -0.585
H -3.5747 -4.1222 0.6243 0.685 0.559 -0.256
H -4.0374 -3.8043 1.9283 -0.052 0.462 0.839
```
Forces are in eV/Å.

Mulliken population analysis, charges in e, atoms 1 to 6: C -1.06; N -0.22; C -0.69; C -0.56; C -0.42; C -0.73

Record 5
# C3H11NO3

A cluster of 3 separate species, C3H11NO3 in total (the ωB97M-V functional and the def2-TZVPD basis, OMol25).

Summary:
**SMILES string**: CNCC=O.O.O
**Highest occupied orbital energy**: -8.69 eV
**E**: -10920.0175 eV
**Energy relative to the best compared isomer or geometry (same formula, charge and spin)**: 68.9 kcal per mole

XYZ file:
```
18
Properties=species:S:1:pos:R:3:forces:R:3
C 2.5498 -1.7492 -0.5694 -1.809 -1.253 -1.222
N 1.4988 -1.0127 0.0684 -1.609 -0.077 2.476
C 1.1745 0.2114 -0.6494 -0.329 -2.449 -1.329
C -0.0780 0.9413 -0.2901 -1.102 2.185 -0.338
O -1.0851 0.4088 0.0877 0.330 -0.004 0.120
H 2.3178 -1.6689 -1.6667 0.786 -0.690 0.374
H 3.4640 -1.3070 -0.3705 1.969 1.170 0.144
H 2.7025 -2.8082 -0.2510 -0.782 0.767 -0.177
H 0.6671 -1.5455 0.4234 1.254 0.858 -0.898
H 1.0830 -0.2210 -1.7141 -0.258 1.599 0.558
H 1.9778 0.8963 -0.6290 1.120 0.709 -0.023
H -0.1087 2.1778 -0.4619 0.441 -2.911 0.300
O -4.6669 -2.1872 1.6447 -1.212 0.463 -0.353
H -5.5348 -2.1756 1.1871 0.773 0.138 0.478
H -4.3050 -3.0256 1.3852 0.426 -0.606 -0.118
O -0.3530 4.2609 0.9551 3.194 -0.291 -1.801
H -0.0629 4.3590 0.0040 0.021 -0.160 1.619
H -1.2408 4.4453 0.8465 -3.213 0.551 0.190
```
Forces are in eV/Å.

Mulliken population analysis, charges in e, atoms 1 to 6: C -0.71; N -0.35; C -0.34; C 0.36; O -0.46; H 0.25

> Which formula does entry 3 have?

C6H8